C20H25N3O5 | ωB97M-V with the def2-TZVPD basis set

Each line ends with the natural charge from an NBO analysis.
Atoms and positions in Å:
C: 4.926 4.552 0.212  -0.7174
C: 4.494 3.470 -0.749  0.5775
O: 4.203 3.722 -1.898  -0.5430
C: 4.439 2.085 -0.223  -0.2023
C: 3.962 1.084 -1.069  -0.1322
C: 3.871 -0.230 -0.657  -0.2639
C: 4.267 -0.574 0.631  0.3067
O: 4.232 -1.831 1.158  -0.4754
C: 3.675 -2.874 0.399  -0.1129
C: 2.214 -2.680 0.146  0.2817
C: 1.276 -1.899 0.752  -0.3114
C: 0.082 -2.175 0.029  0.0513
C: -1.197 -1.488 0.353  0.6424
O: -1.165 -0.567 1.158  -0.6240
N: -2.352 -1.894 -0.212  -0.4011
C: -2.516 -2.912 -1.218  -0.4240
C: -3.550 -1.163 0.153  -0.2471
C: -3.738 0.080 -0.746  -0.2097
N: -4.839 0.947 -0.411  -0.4455
C: -4.725 1.628 0.866  -0.2532
C: -5.789 2.725 0.913  -0.0709
O: -7.083 2.187 0.762  -0.5231
C: -7.190 1.485 -0.453  -0.0698
C: -6.158 0.358 -0.538  -0.2520
N: 0.326 -3.050 -0.918  -0.1250
O: 1.639 -3.367 -0.856  -0.2620
C: 4.755 0.419 1.485  -0.2539
C: 4.837 1.728 1.067  -0.1601
H: 4.887 5.514 -0.294  0.2395
H: 4.266 4.571 1.076  0.2294
H: 5.943 4.367 0.551  0.2289
H: 3.658 1.364 -2.067  0.2385
H: 3.491 -0.968 -1.346  0.2141
H: 3.828 -3.775 1.004  0.2253
H: 4.199 -3.010 -0.557  0.2016
H: 1.382 -1.222 1.572  0.2634
H: -2.908 -2.470 -2.136  0.1933
H: -3.225 -3.664 -0.864  0.1936
H: -1.562 -3.383 -1.432  0.2566
H: -3.438 -0.837 1.190  0.2328
H: -4.405 -1.836 0.067  0.1960
H: -3.877 -0.242 -1.783  0.1889
H: -2.822 0.674 -0.690  0.2107
H: -3.730 2.067 0.948  0.2132
H: -4.886 0.945 1.717  0.1680
H: -5.781 3.234 1.878  0.1921
H: -5.593 3.452 0.111  0.1657
H: -8.206 1.086 -0.488  0.1906
H: -7.036 2.174 -1.297  0.1654
H: -6.237 -0.140 -1.507  0.2026
H: -6.368 -0.373 0.261  0.1658
H: 5.060 0.130 2.478  0.2260
H: 5.216 2.469 1.753  0.2181

The charge is 0. The total energy comes out at -35851.517 eV. The calculation puts the energy relative to the best compared isomer or geometry (same formula, charge and spin) at 120.3 kcal/mol. The gap between HOMO and LUMO comes out at 8.810 eV. The calculation puts the molecular weight at 387.436 g/mol. The LUMO energy comes out at 0.0158 Ha.